--- i ---
Density functional theory data (the ωB97M-V functional and the def2-TZVPD basis) for a structure of composition C29H25N5NiS.

Its LUMO energy (alpha / beta) is 4.64 / 4.64 eV. As for the HOMO energy (alpha / beta): -0.715 / -1.333 eV. For the gap between HOMO and LUMO (alpha / beta), the calculation gives 0.197 / 0.220 hartree.

The geometry in ORCA input format:
```
! RIJCOSX wB97M-V def2-TZVPD def2/J DEFGRID3
* xyz -2 3
Ni 0.0140 0.4506 0.0783
S -1.4391 -0.9248 1.0743
C -0.3601 -1.5152 2.3154
N -0.8408 -2.3706 3.1968
N 0.1137 -2.8058 4.1481
C 1.0940 -3.7053 3.9233
C 1.3881 -4.2035 2.6388
C 2.4047 -5.1270 2.4727
C 3.1669 -5.5951 3.5404
C 2.8765 -5.1048 4.8109
C 1.8652 -4.1836 5.0048
N 0.9523 -1.1176 2.3548
N 1.2784 -0.2007 1.4507
C 2.6260 0.1873 1.5751
C 3.5849 -0.6128 2.2112
C 4.8992 -0.1789 2.3164
C 5.2938 1.0538 1.8106
C 4.3387 1.8569 1.1928
C 3.0258 1.4333 1.0778
H -0.1400 -2.6176 5.1006
H 0.8230 -3.8406 1.7932
H 2.6147 -5.4800 1.4686
H 3.9677 -6.3066 3.3854
H 3.4533 -5.4382 5.6677
H 1.6635 -3.8001 6.0001
H 3.2839 -1.5712 2.6065
H 5.6250 -0.8228 2.8023
H 6.3237 1.3825 1.8907
H 4.6163 2.8248 0.7897
H 2.2878 2.0603 0.5993
C 1.2334 0.8750 -1.3167
C 1.9818 0.9924 -2.2744
C 2.8632 1.1386 -3.3863
C 3.3382 2.3943 -3.7930
C 4.1976 2.5215 -4.8723
C 4.6102 1.4010 -5.5850
C 4.1469 0.1497 -5.1974
C 3.2880 0.0199 -4.1175
H 3.0118 3.2647 -3.2386
H 4.5476 3.5066 -5.1601
H 5.2838 1.5018 -6.4278
H 4.4568 -0.7371 -5.7388
H 2.9286 -0.9540 -3.8111
C -2.6352 3.7791 -1.1260
C -2.8051 2.6075 -2.0455
C -3.6661 2.6670 -3.1214
C -3.8207 1.5746 -3.9751
C -3.1006 0.4077 -3.7317
C -2.2217 0.2924 -2.6668
C -1.4877 -0.9928 -2.4468
C -2.0368 1.4151 -1.7773
N -1.2420 1.4478 -0.7170
H -3.2953 4.5991 -1.4224
H -1.6004 4.1261 -1.1281
H -2.8424 3.4924 -0.0941
H -4.2281 3.5795 -3.3006
H -4.5028 1.6297 -4.8163
H -3.2302 -0.4463 -4.3901
H -1.8544 -1.7530 -3.1416
H -1.6011 -1.3541 -1.4238
H -0.4145 -0.8577 -2.5920
*
```

---

--- ii ---
Density functional theory data (the ωB97M-V functional and the def2-TZVPD basis) for a structure of composition C29H25N5NiS.

Its LUMO energy (alpha / beta) is 4.67 / 4.67 eV. As for the HOMO energy (alpha / beta): -0.670 / -1.298 eV. For the gap between HOMO and LUMO (alpha / beta), the calculation gives 0.196 / 0.219 hartree.

The geometry in ORCA input format:
```
! RIJCOSX wB97M-V def2-TZVPD def2/J DEFGRID3
* xyz -2 3
Ni -0.6149 -0.3185 0.6306
S -1.4100 -1.4578 -1.1046
C -0.1598 -2.6908 -1.0846
N -0.0504 -3.4705 -2.1376
N 0.9735 -4.4454 -2.0166
C 2.2808 -4.1746 -2.2859
C 2.7961 -2.8657 -2.2636
C 4.1386 -2.6422 -2.5088
C 5.0182 -3.6858 -2.7839
C 4.5124 -4.9810 -2.8126
C 3.1731 -5.2264 -2.5737
N 0.6744 -2.8005 -0.0209
N 0.4941 -1.8898 0.9238
C 1.2676 -2.1434 2.0550
C 2.3937 -2.9832 2.0190
C 3.1306 -3.2210 3.1671
C 2.7704 -2.6461 4.3811
C 1.6499 -1.8219 4.4234
C 0.9078 -1.5724 3.2833
H 0.6524 -5.3409 -2.3442
H 2.1297 -2.0457 -2.0410
H 4.5085 -1.6234 -2.4757
H 6.0688 -3.4952 -2.9646
H 5.1725 -5.8161 -3.0246
H 2.7946 -6.2439 -2.5941
H 2.6700 -3.4285 1.0740
H 4.0045 -3.8618 3.1107
H 3.3528 -2.8334 5.2761
H 1.3514 -1.3623 5.3594
H 0.0426 -0.9254 3.3166
C 0.4091 0.8681 1.6980
C 1.1057 1.6449 2.3329
C 1.9128 2.5425 3.0870
C 1.4196 3.1713 4.2409
C 2.2057 4.0438 4.9758
C 3.5107 4.3205 4.5868
C 4.0158 3.7053 3.4470
C 3.2340 2.8319 2.7098
H 0.4027 2.9595 4.5453
H 1.7953 4.5142 5.8628
H 4.1244 5.0032 5.1625
H 5.0331 3.9076 3.1305
H 3.6308 2.3503 1.8255
C -4.1776 2.3886 0.8610
C -3.1056 2.9351 -0.0341
C -3.2639 4.1518 -0.6617
C -2.2679 4.6661 -1.4935
C -1.0981 3.9342 -1.6859
C -0.8846 2.7097 -1.0778
C 0.3973 1.9762 -1.3221
C -1.9018 2.1504 -0.2125
N -1.8388 0.9978 0.4289
H -5.0371 3.0636 0.8923
H -3.7944 2.2402 1.8722
H -4.4970 1.4029 0.5189
H -4.1793 4.7161 -0.5041
H -2.4010 5.6243 -1.9832
H -0.3225 4.3339 -2.3332
H 1.0122 2.5170 -2.0461
H 0.2051 0.9671 -1.6911
H 0.9563 1.8600 -0.3913
*
```

---

Energies relative to the most stable structure are i 12.8; ii 0.0, reported in kJ/mol.

---

--- i ---
Density functional theory data (the ωB97M-V functional and the def2-TZVPD basis) for a cluster of 2 separate species, C3H3F3O in total.

Its LUMO energy is 0.93 eV. As for the HOMO energy: -13.177 eV. For the gap between HOMO and LUMO, the calculation gives 0.518 hartree.

The geometry in ORCA input format:
```
! RIJCOSX wB97M-V def2-TZVPD def2/J DEFGRID3
* xyz 0 1
C 4.0457 -0.2027 0.6162
C -0.1806 -0.4006 -0.0716
C -1.5415 0.3125 -0.0826
O 3.0794 0.1694 0.1566
F -2.0082 0.7527 1.0774
F -1.3691 1.3581 -0.8694
F -2.5514 -0.4392 -0.5240
H -0.0297 -1.2816 0.5909
H 0.4625 0.3682 0.1314
H 0.0930 -0.6368 -1.0248
*
```

---

--- ii ---
Density functional theory data (the ωB97M-V functional and the def2-TZVPD basis) for a cluster of 2 separate species, C3H3F3O in total.

Its LUMO energy (alpha / beta) is -0.79 / 0.26 eV. As for the HOMO energy (alpha / beta): -8.232 / -9.841 eV. For the gap between HOMO and LUMO (alpha / beta), the calculation gives 0.274 / 0.371 hartree.

The geometry in ORCA input format:
```
! RIJCOSX wB97M-V def2-TZVPD def2/J DEFGRID3
* xyz 0 1
C -0.4205 -0.5964 1.9637
C 1.0040 0.5569 -0.4520
C -0.2103 0.1254 -1.1421
O -0.3144 -1.7383 2.1452
F -0.4077 0.6801 -2.3722
F -0.2576 -1.2051 -1.3349
F -1.3548 0.4433 -0.4631
H -0.9991 0.2222 2.3724
H 1.0975 1.5899 -0.1964
H 1.8628 -0.0780 -0.5205
*
```

---

Energies relative to the most stable structure are i 0.0; ii 335.2, reported in kJ/mol.

---

--- i ---
Density functional theory data (the ωB97M-V functional and the def2-TZVPD basis) for a structure of composition C4H5N3S.

Its LUMO energy is 0.21 eV. As for the HOMO energy: -8.491 eV. For the gap between HOMO and LUMO, the calculation gives 0.320 hartree.

The geometry in ORCA input format:
```
! RIJCOSX wB97M-V def2-TZVPD def2/J DEFGRID3
* xyz 0 1
C -0.6022 -0.2703 -0.0459
C 0.0307 -1.5625 0.1311
C 2.0039 -0.3943 -0.0285
C 0.2039 0.7982 -0.0331
H -2.5212 -0.8135 0.8050
H -2.4670 0.9126 -0.3166
H -0.7745 -2.4304 0.2451
H 3.0663 -0.5067 -0.2110
H 0.6710 2.9399 -0.2776
N -1.9665 -0.1383 -0.2180
N 1.3704 -1.6619 0.0079
N 1.5094 0.7377 -0.0633
S -0.5243 2.3895 0.0049
*
```

---

--- ii ---
Density functional theory data (the ωB97M-V functional and the def2-TZVPD basis) for a structure of composition C4H5N3S.

Its LUMO energy is -1.17 eV. As for the HOMO energy: -8.787 eV. For the gap between HOMO and LUMO, the calculation gives 0.280 hartree.

The geometry in ORCA input format:
```
! RIJCOSX wB97M-V def2-TZVPD def2/J DEFGRID3
* xyz 0 1
C -1.8712 0.2688 0.0630
C 1.1007 -0.0986 -0.2642
C 2.4881 -0.4341 0.0483
C 0.5462 1.2709 -0.1075
H -1.4865 1.0994 0.7974
H -3.1070 0.1284 0.5206
H -1.9712 0.6383 -0.9895
H -1.4594 -1.8937 0.4181
H 2.5342 -1.5123 0.0160
N -0.9700 -0.9266 -0.2727
N 0.2728 -1.1311 -0.0756
N -0.0080 2.3200 -0.1070
S 3.9312 0.2706 -0.0469
*
```

---

--- iii ---
Density functional theory data (the ωB97M-V functional and the def2-TZVPD basis) for the molecule C4H5N3S.

Its LUMO energy is 0.17 eV. As for the HOMO energy: -8.676 eV. The SMILES is N#C/C(N)=N\[C@H]1CS1. For the gap between HOMO and LUMO, the calculation gives 0.325 hartree.

The geometry in ORCA input format:
```
! RIJCOSX wB97M-V def2-TZVPD def2/J DEFGRID3
* xyz 0 1
N -1.4514 1.3509 -1.9756
C -1.3132 0.6270 -1.0986
C -1.1180 -0.1234 0.0940
N -2.1172 0.0782 0.9690
N -0.1095 -0.7962 0.4996
C 0.9805 -0.7608 -0.3406
C 2.0450 0.2244 -0.0511
S 2.4918 -1.4176 0.4359
H -1.9527 -0.1886 1.9747
H -2.9150 0.5241 0.7462
H 0.8740 -0.8920 -1.3221
H 2.6201 0.5506 -0.8288
H 1.9657 0.8233 0.8972
*
```

---

Energies relative to the most stable structure are i 50.0; ii 360.8; iii 0.0, reported in kJ/mol.

---

--- i ---
Density functional theory data (the ωB97M-V functional and the def2-TZVPD basis) for the molecule C2HN3O3.

Its LUMO energy is -1.23 eV. As for the HOMO energy: -11.451 eV. The SMILES is N#CO/[N+]([O-])=N/C=O. For the gap between HOMO and LUMO, the calculation gives 0.376 hartree.

The geometry in ORCA input format:
```
! RIJCOSX wB97M-V def2-TZVPD def2/J DEFGRID3
* xyz 0 1
N -2.7663 0.4312 1.2928
C -2.1524 -0.2025 0.5606
O -1.5710 -0.9653 -0.2552
N -0.0542 -0.6981 -0.7231
O 0.2130 -1.3748 -1.6350
N 0.4204 0.2034 -0.0868
C 1.6783 0.7164 0.1819
O 2.6153 0.0738 0.5234
H 1.6168 1.8158 0.1414
*
```

---

--- ii ---
Density functional theory data (the ωB97M-V functional and the def2-TZVPD basis) for a cluster of 2 separate species, C2HN3O3 in total.

Its LUMO energy (alpha / beta) is -0.72 / -0.72 eV. As for the HOMO energy (alpha / beta): -8.646 / -8.643 eV. For the gap between HOMO and LUMO (alpha / beta), the calculation gives 0.291 / 0.291 hartree.

The geometry in ORCA input format:
```
! RIJCOSX wB97M-V def2-TZVPD def2/J DEFGRID3
* xyz 0 1
C 1.2825 -0.7167 0.8914
C -1.3605 1.1997 0.2149
N 0.9344 -1.3125 -0.1671
N 0.4055 -1.0609 -1.3258
N -0.5652 1.6307 -0.5516
O 2.1344 -0.5899 1.6619
O -1.8709 0.9090 1.1655
O -0.1759 -2.0387 -0.4227
H -0.7843 1.9794 -1.4665
*
```

---

Energies relative to the most stable structure are i 0.0; ii 225.9, reported in kJ/mol.